Run 1
Below is a structure of composition C16H24AsF4MnN3S, with properties calculated with ωB97M-V with the def2-TZVPD basis set.

Cartesian coordinates (Å):
Mn  -0.04  -0.63  0.64
C  -1.64  0.13  -2.23
C  -2.57  -0.44  -1.17
N  -2.22  -0.07  0.22
C  -3.11  -0.81  1.13
C  -2.83  -0.56  2.60
C  -2.35  1.40  0.42
C  -1.16  2.05  1.14
N  0.06  1.40  0.72
C  1.27  1.97  0.96
C  2.41  1.26  0.54
F  2.19  0.04  -0.07
C  3.70  1.69  0.69
F  4.69  0.91  0.23
C  3.98  2.90  1.30
C  2.89  3.62  1.74
F  3.08  4.80  2.34
C  1.58  3.19  1.58
F  0.60  3.98  2.08
H  -1.94  -0.25  -3.20
H  -0.59  -0.13  -2.06
H  -1.68  1.22  -2.28
H  -2.56  -1.53  -1.22
H  -3.60  -0.13  -1.38
H  -3.00  -1.88  0.91
H  -4.16  -0.56  0.90
H  -1.80  -0.76  2.88
H  -3.46  -1.23  3.20
H  -3.07  0.46  2.90
H  -3.28  1.61  0.95
H  -2.45  1.86  -0.56
H  -1.32  1.99  2.23
H  -1.19  3.11  0.89
H  4.99  3.26  1.43
C  -0.12  -4.35  0.33
As  0.27  -2.81  -0.77
C  -0.45  -3.35  -2.48
C  2.18  -3.03  -1.06
H  0.25  -5.26  -0.16
H  -1.19  -4.43  0.49
H  0.38  -4.23  1.30
H  0.02  -4.27  -2.80
H  -0.27  -2.57  -3.22
H  -1.53  -3.51  -2.39
H  2.38  -4.03  -1.45
H  2.70  -2.90  -0.11
H  2.53  -2.28  -1.76
S  2.08  -3.10  4.10
C  1.21  -2.19  3.07
N  0.56  -1.56  2.33

- HOMO energy (spin up / spin down) (eV) = -7.2530 / -7.5273
- spin multiplicity = 6
- Kohn-Sham gap (spin up / spin down) (eV) = 7.60 / 7.85
- LUMO level (spin up / spin down) (eV) = 0.350 / 0.320
- expectation value of S² = 8.758

Run 2
Below is a structure of composition C16H24AsF4MnN3S, with properties calculated with ωB97M-V with the def2-TZVPD basis set.

Cartesian coordinates (Å):
Mn  0.36  -0.41  0.42
C  -0.56  0.04  3.81
C  -1.27  0.75  2.68
N  -0.37  1.34  1.66
C  0.61  2.22  2.32
C  1.53  2.98  1.38
C  -1.18  2.09  0.67
C  -2.01  1.19  -0.24
N  -1.11  0.22  -0.84
C  -1.52  -0.56  -1.88
C  -0.60  -1.47  -2.44
F  0.65  -1.52  -1.88
C  -0.88  -2.29  -3.50
F  0.10  -3.11  -3.93
C  -2.12  -2.29  -4.11
C  -3.05  -1.42  -3.59
F  -4.27  -1.36  -4.12
C  -2.78  -0.58  -2.52
F  -3.78  0.22  -2.09
H  -1.27  -0.60  4.33
H  -0.14  0.73  4.54
H  0.24  -0.61  3.45
H  -1.89  1.57  3.09
H  -1.95  0.06  2.17
H  1.21  1.60  2.99
H  0.07  2.93  2.96
H  1.88  2.35  0.56
H  2.40  3.34  1.93
H  1.05  3.84  0.92
H  -0.50  2.65  0.04
H  -1.82  2.81  1.20
H  -2.47  1.86  -0.98
H  -2.84  0.74  0.30
H  -2.35  -2.94  -4.94
C  4.24  0.36  1.09
As  2.88  -0.32  -0.11
C  3.53  -2.11  -0.45
C  3.31  0.61  -1.76
H  5.22  0.21  0.64
H  4.19  -0.18  2.04
H  4.07  1.42  1.26
H  4.54  -2.06  -0.88
H  2.86  -2.62  -1.14
H  3.55  -2.66  0.49
H  4.31  0.33  -2.09
H  3.27  1.68  -1.57
H  2.57  0.35  -2.52
S  -2.00  -3.82  2.63
C  -0.98  -2.80  1.91
N  -0.22  -2.06  1.41

- HOMO energy (spin up / spin down) (eV) = -7.2863 / -7.5370
- spin multiplicity = 6
- Kohn-Sham gap (spin up / spin down) (eV) = 7.58 / 7.79
- LUMO level (spin up / spin down) (eV) = 0.292 / 0.251
- expectation value of S² = 8.760

run 2 ends up most stable, edging out the next structure by 0.119 eV.

Run 1
Below is a cluster of 5 separate species, C2H14O4S2 in total, with properties calculated with ωB97M-V with the def2-TZVPD basis set.

Cartesian coordinates (Å):
C  -1.98  0.50  1.20
C  -0.64  0.74  1.85
S  -0.11  2.46  1.72
S  -0.19  3.11  -0.18
H  -2.04  0.52  0.11
H  -2.71  1.23  1.57
H  -2.53  -0.40  1.49
H  0.15  0.07  1.53
H  -0.70  0.50  2.91
H  -1.53  3.22  -0.31
H  -0.18  -1.20  -2.55
H  0.26  0.11  -3.08
O  -0.33  -0.62  -3.27
H  -0.17  -3.26  -0.64
H  -1.24  -2.38  -0.23
O  -0.52  -2.38  -0.88
H  2.30  0.68  -1.90
H  2.77  0.77  -0.49
O  2.92  0.26  -1.29
H  1.43  -1.60  0.70
H  2.81  -1.01  0.53
O  2.21  -1.33  1.19

- HOMO energy (eV) = -9.0505
- Kohn-Sham gap (eV) = 9.19
- LUMO level (eV) = 0.143
- SMILES = CCSS.O.O.O.O

Run 2
Below is a cluster of 6 separate species, C2H14O4S2 in total, with properties calculated with ωB97M-V with the def2-TZVPD basis set.

Cartesian coordinates (Å):
C  1.35  -0.26  1.05
C  0.93  -1.17  -0.09
S  -0.10  -2.47  0.37
S  -0.73  1.43  -0.79
H  0.45  0.04  1.58
H  2.00  -0.77  1.75
H  1.82  0.61  0.59
H  0.37  -0.48  -0.85
H  1.76  -1.62  -0.63
H  -1.47  0.68  0.04
H  -0.45  2.22  1.48
H  -0.97  2.87  2.75
O  -0.23  2.36  2.41
H  2.45  0.95  -2.92
H  1.37  1.00  -1.81
O  2.22  0.61  -2.03
H  -1.97  -1.59  -2.88
H  -1.12  -0.58  -2.12
O  -1.06  -1.37  -2.69
H  -2.96  -0.87  1.86
H  -1.56  -1.16  1.30
O  -2.11  -0.43  1.65

- HOMO energy (eV) = -9.2406
- Kohn-Sham gap (eV) = 4.98
- LUMO level (eV) = -4.262

Run 3
Below is a cluster of 5 separate species, C2H14O4S2 in total, with properties calculated with ωB97M-V with the def2-TZVPD basis set.

Cartesian coordinates (Å):
C  0.43  1.29  2.34
C  1.02  1.59  1.00
S  -0.17  2.51  -0.17
S  -1.89  1.40  -0.27
H  -0.16  0.38  2.23
H  -0.21  2.08  2.78
H  1.18  1.13  3.12
H  1.45  0.67  0.58
H  1.84  2.32  0.93
H  -2.79  1.57  0.70
H  -0.84  -3.29  0.37
H  -1.70  -2.67  -0.71
O  -1.71  -3.34  -0.01
H  2.09  -3.38  1.02
H  1.55  -2.30  2.00
O  1.34  -2.80  1.20
H  -1.07  -1.75  -2.48
H  0.21  -0.91  -2.60
O  -0.12  -1.81  -2.59
H  2.32  -1.53  -0.34
H  2.41  -1.35  -1.78
O  2.80  -0.96  -0.97

- HOMO energy (eV) = -9.2464
- Kohn-Sham gap (eV) = 9.42
- LUMO level (eV) = 0.172
- SMILES = CCSS.O.O.O.O

run 1 ends up most stable, edging out the next structure by 0.167 eV.

Run 1
Below is an isolated molecule of C3H5ClO, with properties calculated with ωB97M-V with the def2-TZVPD basis set.

Cartesian coordinates (Å):
C  -1.03  -0.20  0.36
C  -0.92  1.31  0.04
C  0.37  0.33  -0.35
H  -2.94  -1.04  0.54
H  -0.86  -0.57  1.30
H  -1.03  1.88  1.22
H  -1.48  1.84  -0.87
H  -0.04  -0.05  -1.40
O  -2.18  -0.83  -0.24
Cl  1.96  -0.24  0.05

- HOMO energy (eV) = -9.1144
- Kohn-Sham gap (eV) = 9.70
- LUMO level (eV) = 0.588
- SMILES = O[C@@H]1C[C@H]1Cl

Run 2
Below is a structure of composition C3H5ClO, with properties calculated with ωB97M-V with the def2-TZVPD basis set.

Cartesian coordinates (Å):
C  1.20  0.29  -0.12
C  -0.27  0.21  -0.50
C  -1.19  -0.73  0.41
H  0.95  0.81  0.97
H  1.74  1.11  -0.51
H  -0.62  1.39  0.21
H  -0.71  0.50  -1.56
H  -1.40  -0.72  1.68
O  -1.81  -1.59  -0.44
Cl  2.11  -1.28  -0.13

- HOMO energy (eV) = -10.0164
- Kohn-Sham gap (eV) = 10.09
- LUMO level (eV) = 0.069

run 2 ends up most stable, edging out the next structure by 0.204 eV.